(1)
The following is a quantum chemistry calculation of a 8-piece molecular cluster, C18H61ClN7O4 overall, from the OMol25 dataset.

Results
**Net charge**: +2
**HOMO (alpha / beta)**: -8.55 / -13.13 eV
**Largest force on an atom**: 3.2 eV Å⁻¹
**Orbital gap (alpha / beta)**: 3.490 / 7.901 eV
**<S²>**: 0.751
**2S+1**: 2

Structure (XYZ):
```
91
Properties=species:S:1:pos:R:3:forces:R:3
N 1.16468 -2.39998 1.59120 -0.188 -0.634 1.581
H 0.61675 -3.19020 1.90009 -0.763 -0.323 -0.054
H 1.72812 -2.19505 2.40401 0.382 0.502 0.263
H 0.57330 -1.62292 1.33321 -0.532 0.655 -0.564
H 1.77797 -2.73188 0.86058 1.350 -0.156 -1.670
N -2.84371 -2.57855 -0.15427 0.490 -1.161 2.715
H -1.91360 -2.21591 -0.00098 0.427 0.573 -0.182
H -3.44383 -2.20256 0.56587 -0.646 1.357 0.742
H -2.85544 -3.53422 0.17233 0.272 -0.915 -0.501
H -3.20751 -2.44085 -1.08635 -0.267 0.282 -2.645
N 2.47227 2.65393 2.30002 0.736 -1.366 0.140
H 2.34892 2.09402 3.13151 0.197 -0.279 0.320
H 2.08856 2.15194 1.51207 -0.854 -0.238 -0.731
H 3.45042 2.79179 2.08955 0.471 0.214 0.257
H 2.02158 3.54494 2.45196 -0.760 2.106 -0.307
N -3.69143 0.88530 2.52623 0.293 0.608 0.077
H -3.97856 0.00056 2.13264 -0.296 -1.461 -0.625
H -2.81361 1.14158 2.09746 0.956 0.100 -0.572
H -3.50888 0.74231 3.50926 -0.250 0.127 0.733
H -4.38050 1.58869 2.30153 -0.525 0.496 0.285
Cl -0.39647 0.90792 0.17318 -2.266 0.091 -0.270
O -0.49219 -0.51618 -0.02539 1.036 -1.457 -0.371
O 0.94775 1.37710 0.01396 0.756 -0.062 0.625
O -1.26139 1.54727 -0.74842 0.035 0.404 -0.401
O -0.90761 1.10944 1.51388 0.686 0.830 0.944
C -5.03343 -0.41970 -1.82747 0.264 -1.060 -0.185
C -4.89707 -1.86553 -2.48060 0.216 1.378 0.441
N -3.48976 -2.28465 -2.75362 -0.304 0.265 2.175
C -3.36321 -3.69247 -3.24539 -0.906 1.376 -1.965
C -3.90463 -3.68333 -4.69077 -0.817 -0.928 0.544
C -2.70656 -1.18612 -3.34794 0.455 -1.031 -0.732
C -1.34804 -1.63696 -3.77747 1.392 -1.436 -1.192
H -4.54217 0.31265 -2.46813 -0.337 0.042 0.031
H -4.63153 -0.28293 -0.82354 0.407 -0.361 0.102
H -6.09146 -0.18719 -1.70664 -0.024 -0.023 -0.377
H -5.37074 -2.62220 -1.85516 -0.038 -0.048 0.077
H -5.52768 -1.73282 -3.35971 0.208 -0.491 -0.460
H -2.36205 -4.11798 -3.31399 0.248 0.578 0.622
H -3.95173 -4.35856 -2.61446 -0.141 0.190 0.122
H -4.00070 -4.70966 -5.04506 0.526 0.038 -0.445
H -4.94313 -3.35263 -4.70683 0.032 0.289 0.086
H -3.33379 -3.02643 -5.34708 0.115 -0.353 -0.025
H -2.47503 -0.37462 -2.65805 -0.885 0.076 0.192
H -3.23711 -0.84922 -4.23852 -0.092 0.550 0.031
H -0.92039 -1.07636 -4.60869 -0.025 0.766 0.443
H -1.32485 -2.61393 -4.26028 -0.513 -0.282 0.023
H -0.59679 -1.77658 -3.00016 -0.149 0.565 0.297
C -0.91637 6.36345 2.98588 0.137 0.832 0.103
C 0.05235 5.17329 2.86298 -2.786 -1.343 -0.707
N 1.38037 5.34774 2.29362 1.134 2.375 0.805
C 1.31233 5.98788 0.95886 -0.487 -1.089 -0.091
C 0.70438 5.02426 -0.01549 -0.702 1.383 -0.555
C 2.10437 6.36685 3.11961 1.121 -1.091 1.083
C 2.28846 5.82736 4.49241 0.041 -0.725 2.962
H -1.44670 6.39728 3.93757 0.462 -0.026 0.269
H -1.74508 6.44401 2.28242 0.308 -0.521 -0.536
H -0.37027 7.29774 2.85558 -0.145 0.120 0.306
H -0.06422 4.55726 3.75462 1.335 0.512 0.705
H -0.48236 4.43204 2.26907 0.139 0.056 -0.942
H 0.77574 6.93617 0.98901 -0.367 -0.027 0.152
H 2.26595 6.26691 0.51070 0.553 -0.233 0.863
H 0.66761 5.69051 -0.87737 0.027 -0.872 -0.872
H 1.31574 4.13108 -0.14428 -0.227 0.065 -0.282
H -0.34276 4.82009 0.20792 0.143 -0.425 0.035
H 1.63064 7.34073 3.24318 -0.332 -0.048 -0.609
H 3.11564 6.53411 2.74888 -0.201 0.043 -0.650
H 2.88751 4.94022 4.69790 0.243 -0.570 -1.136
H 1.36970 5.57396 5.02133 -0.388 0.200 -0.292
H 2.78183 6.43807 5.24854 -0.001 0.989 -0.519
C 4.32159 -1.34589 -0.46807 0.495 0.717 -1.326
C 3.99465 -2.69605 -1.16927 1.267 -0.015 -0.080
N 3.16201 -3.52954 -0.33483 -0.341 0.855 0.079
C 3.97738 -4.25618 0.63561 -2.233 0.134 1.053
C 4.61238 -5.56163 0.24585 0.822 0.433 -0.349
C 2.15150 -4.34670 -0.96976 -0.170 -0.581 -0.378
C 1.30917 -3.51309 -1.91408 0.437 0.149 -0.691
H 4.07235 -1.20501 0.58367 -0.475 -0.527 -0.053
H 3.90818 -0.53064 -1.06182 -0.693 0.076 0.260
H 5.36522 -1.03476 -0.51431 0.380 -0.684 -0.035
H 3.66212 -2.61091 -2.20381 -0.622 0.608 0.354
H 4.90186 -3.26895 -1.36122 0.559 0.159 0.233
H 4.67889 -3.58301 1.12839 0.180 0.065 -0.361
H 3.15822 -4.35918 1.34727 0.429 -1.063 1.156
H 5.22113 -5.87989 1.09215 -0.055 -0.292 -0.126
H 3.97376 -6.37208 -0.10551 -0.189 0.224 0.291
H 5.29671 -5.31021 -0.56444 0.258 -0.370 -0.121
H 1.52020 -4.82358 -0.22001 -0.115 0.184 0.567
H 2.58848 -5.22216 -1.45008 0.066 -0.008 -0.553
H 1.87601 -3.35194 -2.83104 -0.114 0.071 -0.104
H 1.15546 -2.51765 -1.49746 -0.287 0.068 0.107
H 0.36415 -3.94327 -2.24572 0.020 -0.200 0.394
```
Forces are in eV/Å.

Results of the Löwdin charge analysis, in e, for atoms 1 through 6: number 1, N, carries 0.32; number 2, H, carries 0.12; number 3, H, carries 0.14; number 4, H, carries 0.07; number 5, H, carries 0.06; number 6, N, carries 0.28

=====

(2)
The following is a quantum chemistry calculation of a 13-piece molecular cluster, C18H62N6O13 overall, from the OMol25 dataset.

Results
**Net charge**: 0
**HOMO**: -9.18 eV
**Largest force on an atom**: 11.2 eV Å⁻¹
**Orbital gap**: 9.134 eV
**Relative energy (zero: lowest compared OMol25 entry of this formula, charge and spin)**: 245.63 kJ/mol
**2S+1**: 1

Structure (XYZ):
```
99
Properties=species:S:1:pos:R:3:forces:R:3
C -3.05555 -0.86939 -2.42799 0.166 -0.597 0.987
C -1.97355 -1.78539 -3.08999 -1.963 0.813 -2.776
O -0.67855 -1.63739 -2.57499 1.831 -1.480 -1.182
H -3.13955 -0.98139 -1.28399 0.436 0.151 -1.780
H -4.08255 -1.06539 -2.82299 0.963 -0.136 0.014
H -2.81755 0.16761 -2.68099 -0.058 -0.149 0.325
H -1.87455 -1.46939 -4.19899 -0.603 -0.291 1.400
H -2.33755 -2.82239 -3.16699 0.399 0.095 0.578
H -0.04555 -2.06039 -3.26199 -1.587 0.994 1.946
C -2.75155 2.98061 2.42301 -1.529 -0.506 2.534
C -2.56255 2.20061 3.78601 0.207 1.358 -0.938
O -1.43955 1.37061 3.70701 1.133 -1.121 -0.262
H -1.98755 3.67561 2.16801 0.767 0.833 0.428
H -3.71655 3.53661 2.59701 0.874 -0.499 -0.884
H -2.74355 2.29261 1.60101 -0.729 -0.513 -0.353
H -3.40755 1.57361 4.04901 -0.547 0.197 -0.310
H -2.33355 2.82761 4.64601 -0.623 0.757 -0.060
H -1.67955 0.57761 4.18701 0.277 -0.528 -0.051
C -0.97255 -4.56739 -0.80999 -2.184 1.335 -1.515
C -1.55755 -3.61039 0.19801 -0.784 -3.253 -0.451
O -0.88355 -3.82239 1.35601 -2.137 -2.721 2.964
H -1.38355 -4.26439 -1.75599 0.004 0.331 -1.015
H -1.35155 -5.54939 -0.76699 -0.022 -1.385 0.867
H 0.06845 -4.50339 -0.88799 1.626 -0.114 0.202
H -2.64955 -3.73839 0.29501 0.370 -0.056 0.120
H -1.35755 -2.64639 -0.00899 0.126 3.617 -1.834
H -0.20055 -3.22739 1.34601 2.463 1.540 0.431
C 2.51345 0.77861 -4.68799 -0.674 0.068 0.739
C 1.90045 -0.03639 -3.53999 2.810 0.893 -0.397
O 2.13445 0.71161 -2.32999 -2.773 -1.588 0.572
H 3.60945 0.75161 -4.69799 -0.334 -0.123 -0.166
H 2.16645 1.80361 -4.53399 0.228 0.066 0.017
H 2.04845 0.49361 -5.60999 0.260 -0.422 -0.806
H 2.36345 -1.01339 -3.42799 0.374 -0.227 -0.037
H 0.87745 -0.24939 -3.71399 -1.128 0.613 0.339
H 2.93545 1.17461 -2.24299 2.046 0.762 -0.360
C 3.65945 -2.89839 -1.12499 -0.286 -0.153 -0.401
C 3.35245 -4.35639 -0.83999 0.143 0.426 -1.547
O 2.72745 -4.50739 0.36801 0.744 -1.003 2.832
H 2.84845 -2.18439 -0.97599 -0.504 -0.498 -0.606
H 4.00945 -2.87939 -2.14599 0.333 0.565 -0.322
H 4.37045 -2.51839 -0.43499 1.289 0.087 0.459
H 4.29145 -4.92839 -0.95699 -0.468 -0.014 0.096
H 2.61345 -4.69439 -1.58499 0.438 -0.168 -0.005
H 3.37945 -4.64439 1.12301 -1.466 0.436 -1.237
C 3.51745 1.01861 0.95901 2.441 6.517 -2.409
O 4.07145 2.07761 0.22701 -2.942 -5.244 3.793
N 3.45545 -0.18239 0.53101 1.790 -4.661 -5.488
N 2.91545 1.05061 2.14201 -1.075 3.166 3.614
H 3.88745 -0.40539 -0.40099 -0.549 0.714 1.539
H 2.88745 -0.96139 0.85501 0.136 0.491 0.518
H 2.84845 2.01861 2.68101 0.617 -2.219 -1.146
H 2.63245 0.16161 2.62401 0.814 1.314 -0.589
C 1.36145 -2.21539 2.25601 3.073 -8.888 6.096
O 1.75845 -3.34439 2.96401 -1.284 5.258 -3.262
N 1.39145 -2.15639 1.00001 0.531 -1.413 -7.859
N 0.96445 -1.17939 2.85601 -2.408 5.082 5.661
H 1.77445 -2.97739 0.45701 -0.621 0.645 1.489
H 0.86745 -1.49239 0.39401 0.351 -0.424 0.968
H 1.00545 -1.27139 3.91301 -0.427 0.112 -1.954
H 0.38745 -0.37439 2.42201 1.231 -1.747 0.858
C -0.46255 0.42161 0.34101 -4.928 3.097 -0.557
O -1.80055 0.57261 0.09601 5.774 -1.028 1.952
N 0.28845 -0.11939 -0.55399 -1.027 -2.441 -3.329
N 0.21845 0.92861 1.37101 -1.265 1.580 1.904
H -0.30655 -0.42339 -1.33599 0.878 -0.266 0.189
H 1.25545 -0.00639 -0.77599 0.618 0.797 0.231
H -0.34955 1.54461 1.95901 0.232 -0.473 0.010
H 1.24445 0.90061 1.61601 -0.939 0.396 -1.200
C 1.18045 2.99661 3.82601 -0.323 2.683 2.014
O 2.58345 3.28661 3.64101 -0.118 -0.231 0.271
H 0.66245 3.05861 2.91601 -0.526 0.024 -1.373
H 0.79145 3.88361 4.43701 0.059 -1.559 -0.476
H 0.88245 2.04561 4.29501 1.020 0.355 0.080
H 2.72745 4.24961 3.53801 -0.325 -0.928 -0.017
C -0.71455 1.94361 -3.20099 1.583 -1.105 -0.229
O 0.42645 2.79161 -2.92599 -0.520 -0.674 0.606
H -0.69255 1.73961 -4.29699 -0.102 -0.385 0.630
H -1.66555 2.40261 -3.01599 -0.288 0.602 0.528
H -0.62255 0.98961 -2.57299 -0.428 1.380 -1.206
H 1.07145 2.19661 -2.47499 -0.556 0.651 -0.451
C 0.38845 4.41961 0.46401 -0.495 -0.241 3.240
O -0.40555 5.58761 0.44201 0.312 0.061 -0.466
H -0.06455 3.77761 1.26401 0.395 0.354 -0.760
H 1.41945 4.59661 0.78601 0.079 0.174 -0.291
H 0.34645 3.87861 -0.42199 0.051 -0.910 -1.772
H -0.35855 5.85061 -0.47699 -0.323 0.571 -0.139
C -3.26755 -1.63339 2.32901 -3.425 0.536 -1.236
O -2.15155 -1.64839 3.06001 3.649 1.656 2.170
H -3.13655 -1.07939 1.40401 -0.335 0.172 -0.163
H -4.24455 -1.31939 2.83501 1.470 0.246 -0.156
H -3.43455 -2.64239 2.12801 -0.852 -1.865 -1.037
H -1.44355 -1.18139 2.57001 -0.777 -0.514 0.635
C -4.40055 2.24961 -1.90499 -2.204 0.532 -2.943
O -3.62855 2.32161 -0.80999 1.017 1.205 1.596
H -5.06455 3.15761 -2.19699 1.280 -1.030 1.253
H -5.07455 1.41261 -1.83899 -0.777 -0.511 0.011
H -3.86155 2.06161 -2.83799 0.387 0.108 -0.149
H -2.94855 1.63561 -0.81899 0.145 -0.112 0.245
```
Forces are in eV/Å.

Results of the Löwdin charge analysis, in e, for atoms 1 through 6: number 1, C, carries -0.07; number 2, C, carries -0.31; number 3, O, carries -0.15; number 4, H, carries 0.09; number 5, H, carries 0.09; number 6, H, carries 0.03